Entry from OMol25: a molecular structure, C30H47ClP2Zr at a distorted geometry (ωB97M-V with the def2-TZVPD basis set).

Geometry as XYZ:
```
81
Properties=species:S:1:pos:R:3:mulliken_charge:R:1
Zr 0.05 -0.59 0.35 -0.935
C 1.02 0.96 -1.30 1.083
C -0.34 0.71 -1.70 1.449
C -0.39 2.00 0.23 0.946
C 0.98 1.73 -0.08 -0.231
C -1.21 1.28 -0.70 0.441
C 2.23 0.78 -2.14 -1.840
H 2.12 -0.01 -2.88 0.390
H 3.11 0.55 -1.53 0.493
H 2.46 1.71 -2.68 0.341
C 2.16 2.34 0.59 -1.933
H 3.04 2.30 -0.05 0.467
H 2.40 1.84 1.54 0.295
H 1.96 3.39 0.83 0.338
C -0.87 3.02 1.19 -1.257
H -0.27 3.93 1.12 0.374
H -0.82 2.69 2.24 0.235
H -1.92 3.27 0.98 0.428
C -2.70 1.37 -0.78 -2.055
H -3.01 2.27 -1.33 0.363
H -3.14 1.42 0.22 0.504
H -3.13 0.50 -1.29 0.302
C -0.79 0.25 -3.05 -1.649
H -1.05 1.12 -3.68 0.338
H -1.69 -0.37 -2.99 0.345
H -0.02 -0.31 -3.57 0.448
C 0.88 -5.90 -0.24 -0.375
C 1.20 -5.58 -1.51 -0.520
C 0.47 -6.06 -2.72 -0.827
C -1.05 -6.31 -2.55 -1.085
C -1.76 -5.30 -1.70 -0.363
C -2.09 -5.47 -0.40 -0.503
C -1.50 -6.48 0.52 -1.095
C -0.08 -6.98 0.14 -1.347
H 0.92 -7.00 -3.09 0.349
H -1.23 -7.35 -2.22 0.358
H 0.61 -5.34 -3.55 0.411
H -0.15 -7.76 -0.63 0.310
H 1.44 -5.48 0.60 0.642
H 2.17 -5.12 -1.72 0.847
H 0.33 -7.50 1.03 0.482
H -1.47 -6.07 1.55 0.293
H -2.99 -4.99 0.00 1.434
H -2.16 -7.36 0.58 0.468
H -1.50 -6.26 -3.56 0.458
H -2.18 -4.48 -2.28 0.291
P 1.50 -2.54 -0.40 1.383
C 2.94 -3.37 0.28 -1.200
C 1.44 -2.64 -2.22 0.078
P -1.80 -2.33 0.40 1.520
C -0.15 -3.33 0.14 1.336
C -2.89 -2.43 -1.04 -1.570
C -2.62 -3.07 1.84 -1.315
H 2.94 -3.26 1.38 0.370
H 3.83 -2.85 -0.12 0.435
H 3.01 -4.43 0.02 0.477
H 0.98 -3.57 -2.57 -0.428
H 2.47 -2.59 -2.59 0.559
H 0.87 -1.80 -2.64 -0.729
H -2.86 -4.13 1.70 0.318
H -3.56 -2.52 1.99 0.547
H -2.00 -2.96 2.74 0.353
H 0.00 -3.97 1.02 0.523
H -0.37 -3.98 -0.70 -1.663
H -3.66 -1.65 -0.91 0.499
H -3.40 -3.40 -1.12 0.569
H -2.35 -2.23 -1.97 0.194
Cl 0.95 -2.63 3.85 -0.209
C 1.20 -0.99 4.35 0.631
C 1.92 -0.74 5.52 -0.633
C 2.25 0.58 5.86 -0.437
C 1.90 1.62 5.01 -1.089
C 1.13 1.38 3.88 -0.117
C 0.67 0.07 3.59 0.162
C -0.35 -0.17 2.55 -1.280
H 2.21 -1.57 6.16 0.456
H 2.81 0.78 6.78 0.391
H 2.20 2.65 5.23 0.411
H 0.84 2.20 3.22 0.354
H -0.98 -1.04 2.80 0.788
H -1.02 0.70 2.45 0.405
```

Summary:
ΔE to the lowest compared entry with this formula, charge and spin = 0.00 kcal per mole
Max |F| = 2.5 eV/Å
Gap between HOMO and LUMO = 6.34 eV
E_HOMO = -13.205 eV
Total charge = +2
LUMO = -6.9 eV